ORCA calculation (the ωB97M-V functional and the def2-TZVPD basis) on C71H57IN6O7SSr as an isolated structure.

Values from the calculation:
max |F| = 0.491 eV/Å
gap between HOMO and LUMO = 5.151 eV
highest occupied orbital energy = -0.0604 hartree
calculated total energy = -117599.407 eV
total charge = -2

Last column: Mulliken charge in e.
Atoms and positions in Å:
C  2.7808  1.4010  2.8217  -1.65
H  6.8231  -3.1704  -1.9563  0.49
H  -5.3576  -9.5555  1.5558  0.24
C  -0.8876  2.3799  2.1779  1.04
S  3.4012  0.1831  -2.7796  -0.10
C  -4.8834  -8.5851  1.6854  -0.85
H  -3.9189  -7.0613  -1.8118  0.41
C  6.9068  -4.9673  4.5710  -0.89
C  -2.1107  -1.3069  -7.0975  -0.58
C  -2.6985  -4.4099  -0.0500  -1.40
C  -6.2252  3.6020  -1.3957  -0.65
C  0.4735  2.8693  5.0634  -0.13
N  -2.4756  -0.6926  -0.1653  0.64
H  1.2167  -4.3390  -3.4587  0.52
C  -2.2739  -0.1942  -6.2414  -0.75
H  6.1381  -0.3463  -0.4820  0.26
H  -5.5729  -7.9162  2.2092  0.33
O  -1.2534  2.9363  -1.0734  0.34
C  -8.1540  5.8021  -0.2538  -0.82
C  -0.7881  4.0621  -1.2339  0.51
C  1.7712  5.2737  4.6591  -0.89
C  -3.0385  -5.2115  -1.1377  0.39
H  2.2762  6.2209  4.5157  0.39
C  -4.9681  2.1068  0.0351  -1.06
H  2.8916  -2.6066  -3.3519  0.16
N  1.2980  0.4004  1.3725  0.57
H  2.6287  -3.0005  3.4760  0.52
H  4.6741  -4.4587  -3.0714  0.46
C  0.4512  2.3443  2.6182  0.36
N  5.5343  -1.4447  -2.1694  0.28
C  0.4858  -2.3620  -2.9256  -0.88
C  5.8258  -3.8610  2.7759  0.84
C  5.8700  -2.7900  -2.2784  -0.61
C  0.7973  3.6672  6.1587  -0.63
C  -0.9228  -1.2887  -4.4869  -0.72
C  -7.2266  3.6738  -0.4409  0.43
I  -2.0353  1.4877  -3.8081  0.23
H  -2.8452  0.6631  -6.5712  0.37
H  4.9561  3.4626  -4.3585  0.24
C  -4.7259  -0.7749  -0.6200  -1.38
C  1.5748  5.3074  8.2775  -0.85
O  1.8198  5.7352  6.9588  -0.47
C  -4.2579  -2.0430  -0.6741  -1.53
C  4.6342  -3.7643  3.4864  -0.78
C  -3.6432  -6.1023  1.4153  -0.72
H  2.2731  -4.5832  0.6814  0.56
H  -4.8078  -2.9404  -0.9134  0.48
H  5.0217  4.5713  -5.7516  0.25
H  3.6167  3.4959  -5.5181  0.34
C  3.5562  -3.0874  2.9224  -0.14
H  1.6930  4.7779  2.5782  0.62
C  -1.3919  -2.3822  -6.6708  -0.86
C  -7.1254  2.9536  0.7375  -0.67
H  -2.7594  -4.2582  2.0728  0.52
H  6.1787  -5.7757  4.6886  0.32
C  1.4415  4.4643  3.5848  0.18
O  6.9517  -4.4970  3.2442  -0.47
C  1.4169  -3.9468  0.5148  -1.58
C  -5.9996  2.1715  0.9669  0.04
H  -2.5594  -1.2940  -8.0845  0.35
H  0.0626  -4.3684  -5.6527  0.22
N  0.1896  -2.0156  0.2456  0.43
C  0.7913  3.2447  3.7663  -0.68
H  -0.2256  -5.3202  0.0783  0.52
H  1.0323  -2.4138  -1.9851  1.49
H  6.8516  -3.3915  0.9656  0.43
H  2.2576  6.9242  -3.2239  0.38
C  1.4528  1.4480  2.2204  -0.17
H  -7.9750  5.8570  0.8247  0.30
Sr  -0.2624  0.3866  -0.7685  1.38
H  6.6617  -4.1655  5.2735  0.35
C  -2.8317  -1.9735  -0.3762  0.47
C  0.8781  5.6266  -2.1967  -0.58
H  -9.0627  6.3507  -0.4976  0.26
H  1.9714  6.0815  8.9309  0.24
C  -0.7840  -2.3955  -5.3875  1.05
H  -7.3047  6.2575  -0.7713  0.31
H  0.5349  3.3331  7.1525  0.36
C  -3.5971  0.0632  -0.2417  -0.02
H  -1.8934  5.8829  -1.6524  0.49
C  -1.6543  5.2390  -0.8030  -1.64
H  -3.9173  3.6961  1.9809  0.46
C  -3.7045  1.3534  0.2924  1.23
C  -1.8455  3.3890  2.6086  -1.64
C  4.8122  -3.4232  -2.8195  -0.53
C  2.4282  3.5322  -3.1397  -0.28
C  -0.3022  -1.2470  -3.1880  0.78
C  1.9724  5.9121  -2.9703  -1.25
H  -5.9097  1.6064  1.8872  0.51
H  6.0451  0.5433  -2.0022  0.27
H  -7.9286  3.0080  1.4629  0.41
C  0.6227  -3.4828  -3.7784  -1.07
C  -3.6639  -6.4354  -0.9655  -0.94
C  -2.7359  1.9759  1.1059  -0.11
H  -1.6560  4.1759  3.3232  0.42
C  0.1558  -4.3186  0.2080  -1.59
C  1.4108  -2.4899  0.5883  0.36
C  2.7235  4.8246  -3.4708  1.14
C  5.9193  -3.2996  1.5101  -0.46
O  1.1496  2.0180  -1.8949  0.89
H  7.3872  -0.6090  -1.7307  0.33
C  -1.7110  -0.2067  -4.9963  0.07
C  4.3667  4.1100  -5.0141  -0.73
C  -0.6188  -3.0909  0.0609  0.31
C  4.2682  -1.2293  -2.6507  -0.53
H  2.0796  4.3609  8.4932  0.33
H  -2.5722  4.8380  -0.3787  0.09
H  -3.9797  -8.7055  2.2906  0.33
H  0.2765  6.4546  -1.8392  0.36
H  -2.7987  -4.8670  -2.1373  0.64
C  6.3309  -0.4072  -1.5552  -0.78
C  1.3296  3.2075  -2.2667  -0.58
H  -6.3264  4.1590  -2.3196  0.47
H  7.9005  -5.3487  4.7961  0.25
C  -2.9877  3.1504  1.9205  -1.27
H  3.1929  2.1278  3.5052  0.46
H  4.9052  -2.2011  -0.0198  0.13
H  0.5044  5.1889  8.4719  0.31
H  3.0224  2.7037  -3.4930  -0.04
C  2.3935  -0.3790  1.5002  -0.01
C  -3.9657  -6.8855  0.3130  1.10
H  4.3523  -0.1020  2.6068  0.55
C  2.4689  -1.7342  1.1188  1.03
O  3.7642  5.1689  -4.2980  -0.49
H  -0.0369  1.9263  5.2188  0.49
H  4.5291  -4.1998  4.4700  0.37
C  3.6336  -2.5049  1.6636  -1.64
H  -1.2619  -3.2488  -7.3125  0.32
C  -5.1040  2.8185  -1.1556  -0.04
C  0.4914  4.3135  -1.8663  -0.31
C  3.3687  0.2727  2.3656  -1.45
O  -8.3470  4.4616  -0.6704  -0.51
H  -1.1464  5.8429  -0.0478  0.31
C  -1.9965  -3.0952  -0.2047  0.48
C  4.8314  -2.6321  0.9694  0.89
O  -4.5828  -8.1127  0.3937  -0.46
C  -0.0120  -3.5122  -4.9889  -1.15
C  -3.0150  -4.8747  1.2191  -0.07
N  3.8492  -2.4648  -3.0516  0.26
N  -1.4640  1.5503  1.2802  0.02
H  -5.7393  -0.4362  -0.7764  0.50
C  1.4524  4.8745  5.9509  1.08
H  -3.8659  -6.4270  2.4218  0.37
H  -4.3081  2.7597  -1.8890  0.35

Cartesian forces, eV/Å:
C -0.0187 0.0018 -0.0286
H -0.0075 0.0134 0.0172
H -0.0043 -0.0082 -0.0097
C -0.0517 0.1191 -0.0598
S 0.2588 -0.1197 0.2732
C 0.0012 -0.0036 -0.0439
H -0.0045 0.0179 0.0008
C 0.0155 -0.0147 -0.0408
C -0.0276 0.0521 0.0438
C 0.1271 -0.0451 -0.2860
C 0.0534 -0.0499 -0.0109
C -0.0004 0.0272 0.0150
N -0.0713 -0.1547 0.0765
H -0.0155 0.0008 0.0160
C 0.0134 -0.1159 -0.0623
H 0.0085 -0.0074 0.0076
H -0.0054 0.0082 0.0075
O -0.1260 0.1505 -0.0456
C -0.0046 -0.0333 -0.0205
C 0.0400 -0.0312 -0.0849
C -0.0108 -0.0087 -0.0523
C -0.0012 -0.0313 -0.1116
H 0.0024 -0.0098 -0.0058
C 0.0275 0.0527 0.1229
H 0.0276 0.0086 -0.0649
N -0.1634 -0.0070 0.0154
H 0.0109 -0.0049 0.0080
H -0.0290 -0.0029 0.0369
C -0.0674 -0.1369 0.0355
N 0.0718 0.0710 0.0117
C 0.0006 -0.0416 0.0011
C -0.0795 -0.0322 0.0538
C 0.0192 0.0349 -0.0237
C 0.0025 0.0137 -0.0528
C 0.0046 0.0183 -0.0457
C 0.0120 -0.0146 -0.0076
I 0.1095 -0.1092 0.1071
H -0.0078 -0.0023 0.0030
H -0.0135 -0.0158 0.0089
C -0.0280 0.1416 -0.1177
C -0.0009 0.0271 -0.0267
O 0.0143 -0.0096 0.0461
C 0.0865 -0.0275 -0.0179
C 0.0121 0.0179 -0.0664
C 0.0019 -0.0093 -0.0679
H -0.0167 -0.0063 0.0520
H -0.0367 0.0040 0.0735
H 0.0181 0.0135 0.0034
H -0.0021 0.0067 -0.0216
C 0.0301 0.0058 0.0069
H 0.0030 -0.0151 0.0063
C 0.0076 -0.0043 0.0172
C 0.0241 -0.0451 0.0101
H 0.0025 -0.0257 0.0096
H -0.0169 0.0001 0.0052
C 0.0373 0.0711 -0.0326
O 0.0195 0.0125 0.0519
C 0.0584 0.0229 -0.0365
C -0.0463 0.0089 0.0174
H -0.0091 -0.0074 0.0028
H 0.0196 0.0157 -0.0093
N -0.2416 -0.0272 0.0715
C 0.0527 0.1172 -0.1539
H 0.0092 -0.0019 0.0233
H -0.0307 -0.0272 -0.0168
H -0.0081 -0.0012 -0.0052
H -0.0127 -0.0023 -0.0210
C 0.1051 -0.0018 0.0337
H 0.0071 -0.0027 0.0121
Sr 0.2403 0.1299 -0.1923
H 0.0024 0.0098 0.0061
C -0.1423 -0.0295 0.0320
C 0.0041 0.0027 -0.0172
H -0.0095 -0.0060 -0.0050
H 0.0019 0.0111 -0.0004
C 0.0412 -0.0203 0.0182
H 0.0075 0.0072 -0.0064
H -0.0054 -0.0026 0.0019
C 0.0348 -0.1981 0.2782
H 0.0078 0.0024 0.0167
C -0.0173 0.0188 -0.0134
H 0.0129 0.0190 -0.0298
C 0.0099 -0.0581 -0.0250
C 0.0705 -0.0314 -0.0172
C 0.0010 0.0522 -0.0422
C 0.0159 0.0689 0.0037
C -0.0197 -0.0783 -0.1222
C 0.0172 -0.0301 0.0498
H 0.0127 0.0151 -0.0013
H 0.0044 0.0015 -0.0164
H -0.0001 0.0013 -0.0021
C -0.0281 0.0457 0.0385
C 0.0060 0.0305 -0.0378
C -0.0300 -0.0741 -0.0220
H -0.0231 -0.0091 0.0145
C -0.0534 0.0296 0.0102
C -0.0467 -0.0223 0.0995
C 0.0104 -0.0489 0.0847
C -0.0268 0.0409 -0.0433
O 0.2258 0.3974 -0.1805
H 0.0055 -0.0013 0.0031
C -0.0597 0.0009 0.0189
C 0.0411 0.0173 0.0752
C 0.0794 -0.1134 -0.0172
C -0.0948 -0.0611 -0.2978
H 0.0051 -0.0079 0.0032
H 0.0070 -0.0060 0.0146
H 0.0084 0.0026 0.0093
H -0.0124 -0.0144 -0.0169
H 0.0215 0.0110 0.0173
C -0.0194 -0.0126 -0.0707
C -0.0161 -0.0744 0.0384
H -0.0075 -0.0054 0.0049
H 0.0080 -0.0106 -0.0068
C -0.0033 0.0082 0.0021
H -0.0174 -0.0261 0.0254
H -0.0591 -0.0242 0.0842
H -0.0097 -0.0062 0.0002
H -0.0186 -0.0240 0.0171
C -0.0814 -0.0745 0.1450
C 0.0022 0.0476 0.1031
H -0.0206 -0.0175 0.0310
C -0.0835 -0.0232 0.0578
O -0.0118 0.0146 -0.1306
H 0.0102 0.0027 0.0156
H -0.0027 0.0006 0.0018
C 0.0557 0.1189 -0.1006
H 0.0172 0.0035 -0.0026
C 0.0003 0.0185 -0.0065
C -0.0415 0.0331 0.0341
C 0.0108 -0.0078 -0.0184
O -0.0363 0.0568 0.0123
H -0.0019 0.0082 -0.0181
C -0.0205 0.1832 0.1813
C 0.0647 -0.0128 -0.0656
O -0.0051 -0.0157 0.0460
C -0.0186 0.0435 -0.0303
C -0.0028 -0.0176 -0.0355
N -0.1085 -0.0568 0.0836
N -0.0191 -0.0236 0.2209
H 0.0075 0.0028 -0.0060
C -0.0414 -0.0639 0.0318
H -0.0059 0.0049 0.0023
H -0.0048 0.0068 0.0097